The following is a quantum chemistry calculation of C28H20CaN4O9Se3Te as an isolated structure, from OMol25.

The calculation puts the max |F| at 3.4 eV/Å. The HOMO-LUMO gap (alpha / beta) is 4.184 / 4.053 eV. The multiplicity is 1. Its LUMO energy (alpha / beta) is 0.112 / 0.112 Eh. The calculation puts the HOMO energy (alpha / beta) at -1.1 / -1.0 eV. As for the net charge: -2.

Geometry as XYZ:
```
66
Properties=species:S:1:pos:R:3:forces:R:3
Ca -1.441 1.119 0.572 1.2 -0.4 0.5
O 1.355 -3.664 5.749 0.6 -1.1 0.4
N 0.354 -3.060 6.147 -0.7 2.7 -1.9
O -0.116 -3.132 7.275 -0.2 -1.1 1.7
C -0.231 -2.048 5.305 1.9 -1.7 0.8
C -1.199 -1.280 5.917 -1.3 1.1 -0.7
C -1.758 -0.200 5.164 1.5 -0.9 -0.9
C -2.885 0.556 5.520 -0.4 1.5 -0.6
C -3.213 1.699 4.767 -0.2 -0.6 1.1
C -2.473 1.941 3.624 -1.6 1.1 -1.2
N -1.660 1.067 3.043 1.1 -0.4 1.6
C -1.164 0.069 3.828 -3.2 1.2 0.5
C -0.272 -0.849 3.211 -0.3 -0.5 -0.5
N -0.072 -0.733 1.885 1.1 1.0 0.1
C 0.890 -1.460 1.356 -0.1 0.6 -2.6
C 1.521 -2.536 1.945 -0.9 0.7 0.0
C 1.215 -2.674 3.252 0.0 -1.5 1.6
C 0.291 -1.857 3.965 0.3 -0.6 -0.1
H -1.558 -1.600 6.906 0.2 0.5 -0.7
H -3.485 0.291 6.371 0.0 -0.2 0.3
H -4.082 2.376 4.992 1.1 -0.8 0.0
H -2.792 2.841 3.047 0.5 -0.7 0.1
H 1.207 -1.183 0.335 -0.6 -0.2 0.2
H 2.041 -3.262 1.339 0.6 0.2 0.2
H 1.661 -3.495 3.770 0.0 -0.2 0.3
Se 2.314 -3.503 -4.392 0.9 -0.7 -1.3
Se 4.437 -4.417 -4.884 -2.0 0.4 -0.9
Te 5.647 -4.156 -2.635 -1.0 1.1 1.7
Se 3.416 -2.970 -2.015 2.1 -0.8 0.5
O -3.077 2.227 -0.654 -1.1 -0.9 -2.8
C -3.331 1.815 -1.828 0.6 1.0 0.7
C -3.018 0.514 -2.428 1.0 0.0 0.8
C -2.887 0.393 -3.826 -2.3 0.3 1.3
C -3.029 -0.869 -4.388 0.8 1.8 -0.7
C -2.997 -1.980 -3.576 -0.6 -2.9 1.3
C -2.968 -1.923 -2.189 -0.4 0.4 -1.4
C -2.809 -0.652 -1.577 1.0 0.4 2.3
O -2.450 -0.587 -0.325 -1.7 -0.4 -2.5
N -3.359 -1.039 -5.789 -0.8 -0.4 -1.6
O -3.644 -0.052 -6.512 0.8 -1.4 1.5
O -3.473 -2.213 -6.195 0.3 1.7 0.3
H -3.902 2.511 -2.560 0.8 -0.7 1.1
H -2.996 1.351 -4.306 0.1 -0.2 -0.9
H -3.072 -2.977 -4.072 0.0 1.0 0.5
H -3.149 -2.772 -1.532 0.6 0.0 -0.3
C 3.141 0.800 -5.294 -0.7 -0.9 -0.6
O 3.566 1.729 -4.338 -0.5 0.8 1.6
C 2.962 1.804 -3.091 1.0 -1.4 0.3
C 3.812 2.245 -2.037 -1.7 1.0 -0.4
C 3.298 2.655 -0.828 0.0 -1.5 -0.3
C 2.022 2.201 -0.388 -1.7 -0.3 -1.0
C 1.449 2.620 0.901 0.0 -0.6 -1.5
C 2.285 3.413 1.840 0.8 1.1 0.4
O 0.288 2.383 1.301 0.8 0.3 -0.5
C 1.215 1.421 -1.417 -0.4 0.6 1.4
O 0.043 0.909 -1.187 1.4 0.9 0.1
C 1.737 1.320 -2.752 -0.5 0.6 0.5
H 3.961 0.799 -6.005 -0.3 0.1 -0.5
H 2.141 1.000 -5.772 1.0 0.2 0.4
H 3.094 -0.227 -4.920 -0.1 0.1 0.4
H 4.808 2.360 -2.299 1.8 0.6 -0.3
H 3.968 3.198 -0.187 0.1 0.0 0.4
H 2.847 2.720 2.486 -0.1 0.2 -0.2
H 1.548 3.931 2.473 0.6 0.1 -0.1
H 3.014 4.136 1.353 -1.0 -0.9 0.7
H 1.015 0.958 -3.440 -0.3 -0.5 -0.7
```
Forces are in eV/Å.